Density functional theory data (the ωB97M-V functional and the def2-TZVPD basis) for C4H7NO3 as an isolated structure at a distorted geometry.

Geometry (Å):
1 C -0.0521 -1.1753 -0.5704
2 C -0.8615 -0.3577 -1.5377
3 C 0.9359 -0.4281 0.2753
4 C -0.0759 0.7517 1.5131
5 N -0.9844 1.5519 0.7650
6 O -0.1645 -2.3705 -0.4651
7 O -0.5387 2.5083 0.1691
8 O -2.1489 1.2129 0.7702
9 H -1.0121 -0.9099 -2.4619
10 H -1.8492 -0.1974 -1.1034
11 H -0.4121 0.6056 -1.7538
12 H 1.5236 0.2988 -0.2714
13 H 1.5065 -1.0480 0.9516
14 H -0.5715 0.0483 2.1681
15 H 0.7406 1.3144 1.9456

Atoms 1-6, force components in eV/Å:
0.162 0.211 -0.038
-0.189 -0.204 -0.204
-2.015 2.354 2.088
2.988 -3.319 -1.534
-0.388 0.413 -0.075
-0.070 -0.221 0.056

The maximum force comes out at 4.722 eV/Å. The HOMO energy comes out at -10.1299 eV. The LUMO energy comes out at -0.022 Eh. The value obtained for the gap between HOMO and LUMO is 9.54 eV.

Charge distribution, Löwdin scheme, values in e: number 1, C, carries -0.4951; number 2, C, carries -0.0160; number 3, C, carries 0.0556; number 4, C, carries 0.0433; number 5, N, carries -0.4734; number 6, O, carries 0.0888; number 7, O, carries 0.0727; number 8, O, carries 0.0681; number 9, H, carries 0.0927; number 10, H, carries 0.0845; number 11, H, carries 0.0773; number 12, H, carries 0.0932; number 13, H, carries 0.0917; number 14, H, carries 0.1104; number 15, H, carries 0.1063